C9H24KO3 | wB97M-V/def2-TZVPD

Positions of all 37 atoms, in Å:
K -0.13 1.76 0.02
O -2.58 1.49 -0.80
O 1.21 0.55 1.95
O 2.01 0.64 -1.14
C -3.08 0.15 -0.94
C 2.52 -1.03 3.16
C 0.21 -0.32 3.95
C 2.17 0.57 -2.57
C 2.90 -0.70 -2.94
C -4.62 0.18 -0.94
C 1.54 0.10 3.28
C -2.54 -0.65 0.26
C 0.76 0.58 -3.17
H 2.91 0.73 -0.72
H -5.09 -0.75 -0.76
H 2.79 -1.46 4.12
H 0.83 0.23 -4.19
H -3.07 2.08 -1.41
H 2.11 -1.81 2.53
H -5.00 0.62 -1.84
H 0.30 -0.21 5.02
H 1.91 0.96 3.85
H 2.73 1.38 -2.96
H -0.04 -1.34 3.77
H 0.11 -0.08 -2.61
H 1.76 0.07 1.32
H -0.57 0.35 3.56
H 2.24 -1.52 -2.58
H 3.03 -0.80 -4.02
H 3.50 -0.71 2.76
H -4.90 0.85 -0.12
H -3.00 -1.64 0.23
H 0.29 1.56 -3.12
H -2.77 -0.30 -1.88
H -2.86 -0.09 1.17
H -1.45 -0.74 0.21
H 3.87 -0.71 -2.43

Its total charge is +1. Its HOMO energy is -13.662 eV. Its multiplicity is 1. The frontier orbital gap comes out at 10.8453 eV. The value obtained for the energy above the lowest of the compared OMol25 structures with the same formula, charge and spin is 0.00 kcal/mol.


C2H10N2O2P | wB97M-V/def2-TZVPD

Positions of all 17 atoms, in Å:
P 1.91 0.85 -0.99
O -0.25 0.48 0.35
O 2.98 0.37 0.13
N -2.92 1.21 0.30
N 3.13 -0.75 0.86
C -3.84 0.39 0.59
C 1.27 -0.85 -1.43
H 0.04 0.75 1.16
H -3.80 -0.72 0.79
H 1.95 -1.19 -2.18
H -1.21 0.77 0.25
H 1.34 -1.44 -0.49
H -3.26 2.16 -0.01
H 3.80 -0.46 1.56
H -4.85 0.76 0.66
H 0.24 -0.76 -1.83
H 3.49 -1.54 0.29

Its total charge is +1. Its HOMO energy is -13.847 eV. Its multiplicity is 1. The frontier orbital gap comes out at 8.3974 eV. The value obtained for the energy above the lowest of the compared OMol25 structures with the same formula, charge and spin is 127.94 kcal/mol.


C40H61N5O5RhSi | wB97M-V/def2-TZVPD

Positions of all 113 atoms, in Å:
Rh 0.05 0.32 -0.09
Si -3.43 0.50 0.58
O -1.01 3.21 -0.33
O 2.81 0.89 3.23
O 2.45 -0.22 -3.65
O 1.17 3.08 -0.79
O -1.89 0.12 0.25
N 0.58 0.02 -2.30
N 0.83 0.56 2.06
N 1.03 -2.28 -0.18
N 2.06 -2.74 0.66
N 2.24 0.33 -0.20
C -1.28 1.01 -5.36
C 3.28 -3.82 -1.24
C -2.06 -1.13 -4.66
C 0.44 2.33 -4.08
C -0.46 -1.83 3.12
C 1.60 3.62 4.38
C 4.13 1.36 0.75
C 2.14 0.73 2.19
C -1.12 -2.32 -2.66
C -0.34 -0.01 -3.39
C 0.15 2.51 -0.48
C 2.76 0.44 -1.40
C -4.56 -1.00 0.59
C -3.65 1.29 2.26
C 1.77 -5.13 0.27
C -0.19 1.92 3.86
C -0.01 0.67 3.22
C -0.68 -0.46 3.72
C 0.49 3.21 3.41
C 4.70 1.46 -0.50
C 2.74 -3.96 0.19
C -4.11 1.66 -0.71
C -1.77 -2.59 2.85
C -1.19 -1.11 -3.58
C 0.48 -2.64 4.01
C 3.90 -4.18 1.16
C -2.46 -2.64 -2.01
C -0.45 3.57 -3.90
C -0.40 1.08 -4.28
C -0.53 4.34 3.26
C -2.11 -0.08 -5.56
C -0.55 -3.54 -3.40
C 2.88 0.79 0.86
C -0.91 4.62 -0.61
C -1.50 -0.33 4.85
C -1.00 1.99 5.00
C 4.01 1.00 -1.60
C 1.89 0.02 -2.58
C 1.43 2.53 -5.23
C -1.65 0.88 5.49
H 2.13 4.51 4.01
H 0.94 3.03 2.43
H -5.47 -0.76 1.16
H 1.30 -5.16 1.26
H -1.22 -3.86 -4.21
H -1.90 5.02 -0.42
H 0.16 4.44 -3.64
H 2.32 2.81 4.49
H -1.33 4.06 2.57
H 0.03 -1.69 2.17
H 1.31 -2.26 -1.15
H -3.98 0.54 3.00
H 0.42 -3.30 -3.86
H -0.62 4.78 -1.64
H -1.18 3.40 -3.10
H 2.73 -1.98 0.74
H 4.60 1.72 1.66
H -3.41 2.51 -0.84
H 3.88 -4.70 -1.50
H 1.18 3.85 5.37
H -1.00 3.79 -4.82
H -2.73 -1.86 -1.29
H -0.42 -2.06 -1.88
H 3.92 -2.93 -1.33
H -3.27 -2.72 -2.75
H -2.41 -3.60 -1.46
H 1.01 2.22 -3.17
H 0.74 -3.59 3.54
H 3.54 -4.22 2.19
H 2.47 -3.74 -1.97
H -0.99 4.58 4.23
H -1.31 1.85 -6.06
H -4.86 -1.32 -0.42
H 4.41 -5.12 0.93
H 2.29 -6.07 0.09
H -2.78 -0.11 -6.41
H 2.05 1.65 -5.36
H -2.27 0.95 6.38
H -2.71 -1.99 -4.81
H 5.68 1.91 -0.62
H -1.55 -3.57 2.41
H 1.41 -2.08 4.19
H -0.42 -4.39 -2.72
H -0.05 5.24 2.89
H -4.40 2.09 2.23
H 0.90 2.72 -6.18
H 4.63 -3.37 1.08
H -2.01 -1.22 5.23
H -2.40 -2.03 2.15
H 4.39 1.06 -2.61
H -5.10 2.05 -0.43
H 0.23 -2.90 -0.09
H -4.07 -1.86 1.08
H -0.18 5.08 0.03
H -2.34 -2.76 3.77
H -1.12 2.94 5.50
H 0.01 -2.83 4.99
H -2.71 1.71 2.64
H 2.08 3.39 -5.03
H 0.98 -5.04 -0.49
H -4.20 1.15 -1.69

Its total charge is -1. Its HOMO energy (alpha / beta) is -4.452 / -5.519 eV. Its multiplicity is 5. The frontier orbital gap (alpha / beta) comes out at 6.9359 / 6.9569 eV. As for the expectation value of S²: 6.013.


| no. | maximum force (eV/Å) |
| --- | --- |
| 1 | 2.29 |
| 2 | 4.00 |
| 3 | 1.70 |